# 1
Molecular formula: C22H30FIrNO3Se2
Method: DFT, wB97M-V/def2-TZVPD

```
! RIJCOSX wB97M-V def2-TZVPD def2/J DEFGRID3
* xyz 1 1
Ir -0.1381 -0.1579 0.1239
Se 0.3294 0.1889 2.4415
Se -0.0641 -2.5205 0.3592
F 0.3323 -2.2014 -6.3667
O -2.2928 3.2990 -0.6576
O -0.5810 -0.3755 -1.9015
O -1.2407 1.5335 0.1496
N -1.5078 2.6326 -4.5227
C -1.8497 -2.9209 -0.2925
C -1.3610 1.8534 -2.2527
C 0.4641 -1.6775 3.0431
C -1.9233 3.7180 -5.4671
C -0.8719 1.1967 -6.3928
C 3.9262 0.1828 -1.4901
C -0.2665 -0.8489 -4.5580
C -1.4004 0.6454 3.1902
C -1.8603 5.0935 -4.8223
C -0.7373 0.3889 -4.0959
C -0.4780 -2.5984 2.2857
C 2.4390 0.4742 -1.2825
C -0.4105 -0.0254 -6.8198
C -0.8838 0.5990 -2.6653
C -1.6534 2.2872 -0.8419
C -0.1184 -1.0306 -5.9007
C -1.0533 3.6491 -6.7104
C -1.6599 2.7967 -3.2157
C -1.1775 2.2915 -7.3760
C -1.0412 1.4100 -5.0082
C 1.9076 -0.4443 -0.1815
C 2.2411 1.9505 -0.9480
H 2.7867 2.2053 -0.0350
H -1.9988 5.8397 -5.6033
H 2.4487 -0.1906 0.7397
H -0.2596 -0.2197 -7.8741
H 1.5080 -1.9388 2.8608
H -0.0142 3.8525 -6.4352
H 2.6264 2.5854 -1.7477
H -2.1641 -0.0409 2.8357
H -1.3692 4.4390 -7.3908
H 4.0989 -0.8617 -1.7544
H -2.6408 5.2590 -4.0821
H -1.6227 1.6424 2.8182
H 2.1857 -1.4725 -0.4247
H -0.0218 -1.6324 -3.8569
H -2.1932 2.1620 -7.7620
H -1.3291 0.6434 4.2744
H 1.9209 0.2414 -2.2186
H 4.4915 0.3985 -0.5800
H -1.5165 -2.2826 2.3809
H -2.0547 3.7391 -2.8695
H -0.5063 2.2115 -8.2309
H 4.3345 0.8045 -2.2882
H -2.1311 -3.9187 0.0372
H -2.5345 -2.1686 0.0910
H -1.8106 -2.8776 -1.3772
H 1.1941 2.2167 -0.7886
H -2.9569 3.4915 -5.7462
H 0.2926 -1.7117 4.1174
H -0.3854 -3.6313 2.6182
H -0.8879 5.2671 -4.3587
*
```

## Properties
HOMO in eV: -11.33



# 2
Molecular formula: C22H30N2O4STl
Method: DFT, wB97M-V/def2-TZVPD

```
! RIJCOSX wB97M-V def2-TZVPD def2/J DEFGRID3
* xyz 1 1
Tl -0.0442 3.6816 -0.9295
S 0.8607 -1.9678 -5.2855
O 1.2457 1.6799 -1.4170
O -0.9170 1.3435 -1.1304
O -0.3668 -2.6723 -5.5049
O 1.6978 -1.5234 -6.3570
N 0.4861 -0.6223 -4.4404
N -0.4604 2.5404 1.8399
C 4.2203 -5.2691 -1.4841
C -3.8970 1.2654 5.1926
C -4.2382 1.3598 2.6793
C -3.3886 1.5437 3.8042
C 1.8389 -2.9593 -4.1987
C 0.7308 2.5989 2.6900
C 1.2766 -4.0516 -3.5591
C -2.1164 1.9676 3.5801
C 2.0504 -4.7910 -2.6733
C -3.8748 1.5824 1.3482
C 0.9871 1.1947 3.2690
C 3.1646 -2.6055 -3.9677
C 0.5996 3.6656 3.7931
C 1.9051 2.9788 1.7890
C -2.5937 2.0217 1.1319
C -1.6535 2.2187 2.2246
C 0.3800 -0.4939 -1.9448
C -4.8300 1.3396 0.2136
C 0.2335 0.9256 -1.4583
C 3.3747 -4.4534 -2.4227
C 3.9198 -3.3504 -3.0825
C -0.3779 -0.7128 -3.2691
H 1.5902 3.8261 4.2157
H -4.9456 2.2396 -0.3895
H 0.1978 0.8707 3.9452
H -3.3924 0.3958 5.6144
H 0.2515 -4.3231 -3.7708
H 1.2421 0.0480 -4.4149
H -0.0291 -1.1531 -1.1774
H -4.9662 1.0654 5.1938
H 4.9546 -3.0822 -2.9054
H -3.7082 2.1129 5.8504
H 2.8310 2.9446 2.3621
H 1.9277 1.2229 3.8168
H -4.4512 0.5520 -0.4379
H -0.8532 -1.6915 -3.2812
H 1.0788 0.4647 2.4644
H 3.6122 -5.9562 -0.8981
H 4.7764 -4.6284 -0.7991
H -5.2506 1.0171 2.8730
H -0.0645 3.3838 4.6060
H 4.9500 -5.8601 -2.0404
H 1.4379 -0.7188 -2.0684
H 0.2555 4.6114 3.3732
H 1.6185 -5.6525 -2.1787
H 3.5991 -1.7669 -4.4971
H 2.0017 2.2955 0.9437
H -2.2190 2.1532 0.1268
H -5.8118 1.0432 0.5766
H 1.7957 3.9992 1.4134
H -1.4589 2.1344 4.4182
H -1.1829 0.0172 -3.3653
*
```

## Properties
HOMO in eV: -10.92



# 3
Molecular formula: C22H30N4O4S
Method: DFT, wB97M-V/def2-TZVPD

```
! RIJCOSX wB97M-V def2-TZVPD def2/J DEFGRID3
* xyz 0 1
S 1.5416 -1.7908 0.4402
O 2.5865 -1.3354 1.3108
O -6.9808 0.0573 -0.0566
O 1.7333 2.0294 0.9612
O 1.6041 -3.1447 -0.0424
N 3.7808 1.2547 0.4362
N -2.2169 -0.1408 0.7538
N 1.2410 0.1161 -2.9873
N 0.1217 -1.6566 1.2758
C -5.7487 0.6322 0.0788
C 2.4603 1.3589 0.2427
C 5.6028 0.8327 1.8379
C 4.6691 0.3743 -0.3019
C -3.3380 1.9923 0.3342
C 1.7517 1.1301 -2.2205
C -1.8855 -1.2760 -0.0832
C 2.0227 2.4820 -2.7750
C 1.5118 -0.7178 -0.9691
C -7.0947 -1.3358 0.0821
C 6.0168 0.5479 0.3960
C -4.5135 2.6836 0.0942
C 1.9424 0.6362 -0.9552
C -5.7149 2.0225 -0.0410
C -4.5791 -0.0659 0.3269
C 1.0917 -1.0163 -2.2441
C -1.0180 0.5409 1.1986
C 0.5804 -2.2866 -2.8175
C -1.0551 -2.2764 0.7235
C 4.4040 1.7537 1.6493
C -3.3560 0.6038 0.4521
C -0.1477 -0.4362 1.9955
H 5.2785 -0.0918 2.3150
H -8.1520 -1.5603 -0.0520
H -4.5988 -1.1362 0.4549
H -6.5148 -1.8670 -0.6808
H -0.4946 -2.2372 -2.9978
H -1.2981 -0.9420 -0.9556
H 0.7878 -3.0912 -2.1174
H 2.8572 2.4579 -3.4774
H -2.7941 -1.7562 -0.4449
H -0.6605 -0.7032 2.9262
H 3.6851 1.7184 2.4689
H -1.6572 -2.6616 1.5539
H -0.7205 -3.1088 0.1048
H -6.6352 2.5497 -0.2313
H 4.6979 0.6533 -1.3590
H 1.0132 0.1961 -3.9657
H 4.7164 2.7947 1.5017
H 4.3178 -0.6589 -0.2131
H -2.4121 2.5378 0.4134
H -1.2915 1.3625 1.8597
H 0.8095 0.0257 2.2323
H 1.1483 2.8669 -3.2988
H -6.7785 -1.6702 1.0758
H 1.0733 -2.5016 -3.7649
H 6.5513 1.4051 -0.0175
H 6.3942 1.2892 2.4286
H 6.6430 -0.3361 0.3010
H -0.4384 0.9470 0.3573
H -4.4845 3.7593 0.0014
H 2.2688 3.1602 -1.9632
*
```

## Properties
SMILES: COc1cccc(N2CCN(S(=O)(=O)c3c(C)[nH]c(C)c3C(=O)N3CCCC3)CC2)c1
HOMO in eV: -7.65



# 4
Molecular formula: C22H30N4O6S
Method: DFT, wB97M-V/def2-TZVPD

```
! RIJCOSX wB97M-V def2-TZVPD def2/J DEFGRID3
* xyz 0 1
S -1.0678 -1.2365 -0.2238
O 0.1270 -3.9075 5.6747
O 1.8323 -2.3426 0.3699
O -1.4118 -0.0595 -0.9756
O -2.1675 -2.0744 0.1510
O 1.3993 0.0690 -1.2700
O 2.6329 -3.9216 -3.7958
N 0.5556 -3.1467 -3.3238
N 2.2023 -3.1137 -1.7129
N 0.4826 2.0702 -0.7892
N -0.2761 -0.7145 1.1223
C -0.3075 -3.6344 3.3959
C 0.0630 -2.2127 -1.2246
C 1.8735 -3.4259 -3.0031
C 1.3969 -2.5157 -0.7429
C -0.3193 -2.5200 -2.4851
C -0.3995 -2.8827 2.2457
C -0.8807 -2.7434 7.5770
C 0.8337 0.8102 -0.4865
C -0.1580 -1.5119 2.2765
C 0.5202 2.5812 -2.1508
C 0.1915 -0.9323 3.4900
C 0.5034 5.1793 -2.0260
C 0.0427 -3.0533 4.6156
C -1.6711 -2.2069 -3.0208
C 1.3172 3.8946 -2.1917
C -1.0472 3.3982 -4.0158
C 0.2941 -1.6881 4.6463
C -0.0858 5.6838 -3.3438
C 0.3588 -3.3962 6.9707
C -1.2933 4.8968 -3.8460
C 0.6112 0.4258 0.9789
C -0.9139 2.6703 -2.6780
H -1.2882 1.6482 -2.7516
H -0.1090 2.5753 -0.1482
H -1.2005 -1.8921 6.9814
H -2.4198 -2.3793 -2.2512
H -0.1570 3.2318 -4.6239
H 0.5763 -1.1874 5.5592
H 1.2056 -2.6985 6.9679
H -1.5945 5.3169 -4.8091
H -1.8977 2.9793 -4.5580
H -1.6952 -3.4625 7.6101
H 2.0695 3.8358 -1.4020
H -0.2894 5.0425 -1.2899
H 0.2068 1.2826 1.5312
H 3.1622 -3.2932 -1.4388
H -0.4930 -4.6963 3.3729
H 0.2788 -3.3617 -4.2732
H 1.5912 0.1516 1.3873
H 1.1713 5.9543 -1.6421
H 0.3865 0.1266 3.5531
H 1.0690 1.8246 -2.7205
H -0.3917 6.7254 -3.2160
H 1.8559 3.9514 -3.1387
H -1.7178 -1.1487 -3.2762
H -2.1283 5.0381 -3.1555
H -1.5386 3.1731 -1.9367
H 0.6973 5.6671 -4.1056
H 0.6405 -4.2731 7.5606
H -0.6630 -2.4083 8.5875
H -1.8950 -2.8021 -3.9032
H -0.6714 -3.3604 1.3211
*
```

## Properties
SMILES: CCOc1ccc(N(CC(=O)NC2CCCCCC2)S(=O)(=O)c2c(C)[nH]c(=O)[nH]c2=O)cc1
HOMO in eV: -7.92